one:
{
  "formula": "C5H12O2",
  "method": "ωB97M-V/def2-TZVPD",
  "e_homo_ev": -10.15,
  "lumo_ha": 0.0338,
  "smiles": "OCCCCCO",
  "species": ["O", "O", "C", "C", "C", "C", "C", "H", "H", "H", "H", "H", "H", "H", "H", "H", "H", "H", "H"],
  "coordinates": [[0.606, -2.833, 0.975], [1.890, 2.041, -0.532], [-0.926, -0.995, 0.796], [-0.262, 1.384, 0.069], [0.510, 2.402, -0.842], [-0.007, -0.125, -0.091], [-0.691, -2.442, 0.379], [0.381, 3.397, -0.340], [1.099, -3.066, 0.178], [-0.231, -0.443, -1.141], [-0.606, -2.463, -0.705], [-1.410, -3.162, 0.789], [-1.958, -0.654, 0.518], [1.017, -0.341, 0.179], [-0.647, -0.791, 1.812], [-0.140, 1.700, 1.109], [-1.325, 1.630, -0.087], [0.218, 2.247, -1.900], [2.482, 2.517, -1.165]]
}


two:
{
  "formula": "C5H12O2",
  "method": "ωB97M-V/def2-TZVPD",
  "e_homo_ev": -9.86,
  "lumo_ha": 0.0354,
  "smiles": "COC[C@@H](C)CO",
  "species": ["O", "O", "C", "C", "C", "C", "C", "H", "H", "H", "H", "H", "H", "H", "H", "H", "H", "H", "H"],
  "coordinates": [[1.020, -1.083, -1.889], [-1.358, -0.532, -0.522], [-0.584, 0.150, 0.452], [1.568, -0.472, -0.746], [0.716, 0.661, -0.166], [1.511, 1.431, 0.892], [-2.621, -1.000, -0.087], [0.086, -1.250, -1.693], [1.776, -1.212, 0.050], [-3.366, -0.790, -0.857], [0.925, 2.253, 1.317], [-2.879, -0.465, 0.836], [-0.345, -0.515, 1.299], [-2.552, -2.078, 0.124], [-1.128, 1.007, 0.852], [0.462, 1.335, -0.996], [2.428, 1.858, 0.470], [2.538, -0.064, -1.052], [1.804, 0.767, 1.715]]
}


Which of them is most stable? Easy: two.


one:
{
  "formula": "C2H9NO3",
  "method": "ωB97M-V/def2-TZVPD",
  "e_homo_ev": -9.77,
  "lumo_ha": 0.0135,
  "smiles": "CC(N)=O.O.O",
  "species": ["O", "O", "O", "N", "C", "C", "H", "H", "H", "H", "H", "H", "H", "H", "H"],
  "coordinates": [[1.446, 0.143, -0.466], [-3.700, -0.330, 0.278], [3.272, 1.712, -2.587], [-0.766, -0.282, -0.248], [0.789, -0.684, 1.744], [0.501, -0.288, 0.277], [0.139, -1.255, 2.375], [-0.939, -0.178, -1.246], [0.761, 0.202, 2.388], [-4.277, -0.545, 1.002], [-1.548, -0.317, 0.348], [2.856, 1.022, -2.081], [1.793, -1.103, 1.550], [-3.790, 0.631, 0.107], [3.463, 1.272, -3.442]]
}


two:
{
  "formula": "C2H9NO3",
  "method": "ωB97M-V/def2-TZVPD",
  "e_homo_ev": -9.86,
  "lumo_ha": 0.0302,
  "smiles": "NCC=O.O.O",
  "species": ["O", "O", "O", "N", "C", "C", "H", "H", "H", "H", "H", "H", "H", "H", "H"],
  "coordinates": [[-1.819, 0.747, -1.679], [1.735, -2.518, 1.711], [0.937, 1.893, -2.273], [-0.443, -0.290, 1.449], [-0.378, 0.515, 0.216], [-1.679, 0.377, -0.546], [0.467, -0.234, 1.890], [-2.526, -0.085, 0.004], [0.234, 1.276, -2.509], [0.458, 0.142, -0.383], [-0.275, 1.604, 0.349], [2.145, -3.388, 1.670], [1.206, 2.309, -3.097], [-1.056, 0.169, 2.111], [0.996, -2.517, 1.087]]
}


three:
{
  "formula": "C2H9NO3",
  "method": "ωB97M-V/def2-TZVPD",
  "e_homo_ev": -10.09,
  "lumo_ha": 0.0281,
  "smiles": "CNC=O.O.O",
  "species": ["O", "O", "O", "N", "C", "C", "H", "H", "H", "H", "H", "H", "H", "H", "H"],
  "coordinates": [[1.953, 1.497, 1.025], [2.029, -0.877, -1.422], [-0.727, 1.452, 0.062], [-1.675, -0.549, 0.539], [-1.320, 0.713, 0.828], [-1.230, -1.153, -0.706], [-1.597, 1.029, 1.846], [-1.904, -1.864, -1.170], [2.107, -0.448, -0.553], [1.836, 2.205, 1.666], [2.839, -0.602, -1.868], [1.154, 1.552, 0.478], [-1.094, -0.332, -1.377], [-2.148, -1.057, 1.263], [-0.224, -1.565, -0.612]]
}


Which of them is most stable? Easy: three.


one:
{
  "formula": "C2H9NO3",
  "method": "ωB97M-V/def2-TZVPD",
  "e_homo_ev": -8.81,
  "lumo_ha": -0.1516,
  "species": ["O", "O", "O", "N", "C", "C", "H", "H", "H", "H", "H", "H", "H", "H", "H"],
  "coordinates": [[-1.429, 0.015, 1.430], [-2.543, 0.672, -0.580], [1.934, -0.869, 0.940], [1.273, -0.154, -1.203], [0.025, 0.125, -0.873], [2.236, -0.085, -0.175], [-2.051, 0.291, 0.491], [-0.126, 0.758, 0.010], [2.247, 0.928, 0.242], [-1.782, -0.440, 2.198], [-3.396, 0.989, -0.265], [1.449, -1.644, 0.628], [-0.572, -0.819, -0.608], [-0.507, 0.563, -1.730], [3.243, -0.332, -0.505]]
}


two:
{
  "formula": "C2H9NO3",
  "method": "ωB97M-V/def2-TZVPD",
  "e_homo_ev": -9.86,
  "lumo_ha": 0.0272,
  "smiles": "CC(N)=O.O.O",
  "species": ["O", "O", "O", "N", "C", "C", "H", "H", "H", "H", "H", "H", "H", "H", "H"],
  "coordinates": [[0.758, 2.100, 3.621], [-0.272, 0.521, 0.266], [-0.085, 1.432, -3.389], [0.395, -1.004, -1.287], [-0.538, -1.759, 0.792], [-0.170, -0.628, -0.105], [1.508, 2.689, 3.504], [-0.848, -2.663, 0.272], [-0.465, 1.795, -2.578], [0.009, 2.498, 3.169], [-1.261, -1.415, 1.511], [-0.789, 0.849, -3.700], [0.834, -1.902, -1.368], [0.323, -2.128, 1.353], [0.600, -0.386, -2.060]]
}


Which of them is most stable? Easy: two.


one:
{
  "formula": "CH4FNS",
  "method": "ωB97M-V/def2-TZVPD",
  "e_homo_ev": -8.78,
  "lumo_ha": 0.0290,
  "smiles": "CNSF",
  "species": ["S", "F", "N", "C", "H", "H", "H", "H"],
  "coordinates": [[-1.732, 0.316, 0.338], [-2.460, -0.636, -0.920], [-0.443, -0.497, 0.642], [0.962, 0.348, -0.169], [-0.027, -1.042, 1.392], [1.995, -0.046, 0.107], [0.874, 1.414, -0.193], [0.831, 0.143, -1.198]]
}


two:
{
  "formula": "CH4FNS",
  "method": "ωB97M-V/def2-TZVPD",
  "e_homo_ev": -9.49,
  "lumo_ha": 0.0260,
  "smiles": "C=NS.F",
  "species": ["S", "F", "N", "C", "H", "H", "H", "H"],
  "coordinates": [[1.810, -0.572, 0.230], [-1.609, -1.124, 0.096], [0.494, 0.249, -0.501], [-0.352, 0.772, 0.288], [-1.240, -0.427, -0.403], [2.386, -0.931, -0.929], [-1.189, 1.299, -0.164], [-0.301, 0.734, 1.384]]
}


Which of them is most stable? Easy: two.


one:
{
  "formula": "C5H3N",
  "method": "ωB97M-V/def2-TZVPD",
  "e_homo_ev": -10.05,
  "lumo_ha": 0.0271,
  "species": ["N", "C", "C", "C", "C", "C", "H", "H", "H"],
  "coordinates": [[1.187, 0.204, -0.105], [0.247, 0.840, -0.215], [-3.147, -0.268, 0.390], [3.542, -0.650, -0.080], [2.406, -0.275, 0.038], [-2.709, 0.744, -0.210], [4.449, -1.183, -0.194], [-2.167, 1.623, -0.276], [-3.806, -1.035, 0.651]]
}


two:
{
  "formula": "C5H3N",
  "method": "ωB97M-V/def2-TZVPD",
  "e_homo_ev": [-10.40, -10.40],
  "lumo_ha": [-0.1181, -0.1180],
  "species": ["N", "C", "C", "C", "C", "C", "H", "H", "H"],
  "coordinates": [[-3.451, 0.144, 0.010], [-1.365, -0.286, 0.091], [2.037, 0.480, 0.002], [1.222, -0.566, -0.020], [-0.185, -0.414, -0.053], [-4.603, 0.384, -0.033], [3.105, 0.353, 0.021], [1.664, 1.491, -0.001], [1.578, -1.586, -0.017]]
}


Which of them is most stable? Easy: one.


one:
{
  "formula": "C5H3N",
  "method": "ωB97M-V/def2-TZVPD",
  "e_homo_ev": -9.47,
  "lumo_ha": -0.0015,
  "species": ["N", "C", "C", "C", "C", "C", "H", "H", "H"],
  "coordinates": [[-1.370, -2.090, 1.361], [-0.717, -1.370, 0.571], [-0.221, -0.501, -0.127], [0.969, 1.668, -0.496], [-2.181, -2.673, 1.955], [0.453, 0.497, -0.891], [1.532, 2.389, -1.147], [1.010, 1.917, 0.620], [0.526, 0.161, -1.846]]
}


two:
{
  "formula": "C5H3N",
  "method": "ωB97M-V/def2-TZVPD",
  "e_homo_ev": [-8.56, -8.57],
  "lumo_ha": [-0.0712, -0.0712],
  "species": ["N", "C", "C", "C", "C", "C", "H", "H", "H"],
  "coordinates": [[-1.101, -1.534, 0.389], [-0.938, 0.620, -0.076], [-1.591, 1.504, 0.788], [-2.606, 0.219, -0.674], [-1.925, -0.643, 0.033], [0.035, -0.610, 0.438], [0.595, -0.615, 1.336], [0.875, -0.654, -0.270], [-0.464, 1.037, -1.039]]
}


three:
{
  "formula": "C5H3N",
  "method": "ωB97M-V/def2-TZVPD",
  "e_homo_ev": [-8.91, -8.91],
  "lumo_ha": [-0.0061, -0.0061],
  "smiles": "C=C=C1C2=N[C@H]12",
  "species": ["N", "C", "C", "C", "C", "C", "H", "H", "H"],
  "coordinates": [[-0.230, 1.397, 1.208], [0.733, 0.360, 1.596], [-0.767, 0.397, 0.621], [0.402, -0.770, -0.767], [-0.467, -0.518, -1.671], [0.651, -0.392, 0.457], [1.181, 0.178, 2.532], [-0.693, -1.154, -2.418], [-0.810, 0.502, -1.559]]
}


four:
{
  "formula": "C5H3N",
  "method": "ωB97M-V/def2-TZVPD",
  "e_homo_ev": -9.00,
  "lumo_ha": -0.0166,
  "species": ["N", "C", "C", "C", "C", "C", "H", "H", "H"],
  "coordinates": [[1.082, -1.058, -0.153], [-0.276, -0.748, 0.273], [0.788, 0.887, 0.011], [-1.573, -0.116, -0.003], [-0.447, 0.728, 0.390], [1.865, 0.120, -0.192], [-2.192, 0.000, -0.895], [-2.207, -0.178, 0.825], [2.959, 0.365, -0.256]]
}


Which of them is most stable? Easy: one.